[1]
23
Properties=species:S:1:pos:R:3:forces:R:3 method="wB97M-V/def2-TZVPD" e_tot_ev=-21312.3680 relative_energy_kj_mol=373.5
C 3.39394 -0.26772 0.17587 1.2 1.5 -0.1
C 2.99172 -1.57432 0.19896 0.5 -3.5 0.2
C 2.42991 0.74767 0.32947 0.3 -0.8 -1.3
C 1.63284 -1.92166 0.10821 -0.4 -1.9 0.9
C 1.08606 0.39059 0.40984 -2.3 2.0 0.6
C 0.75808 -0.92970 0.28478 -0.9 0.6 -0.1
C 0.12341 2.67508 0.07978 1.2 0.8 1.1
C -2.72466 -2.05572 -0.30271 0.8 -0.8 3.1
N 0.06473 1.38224 0.66080 1.5 -1.5 0.0
O -3.26165 0.65384 -0.42672 -0.7 -1.0 -1.0
P -2.83051 -0.51785 0.73357 -0.1 0.3 -1.3
H 4.47363 0.05497 -0.02295 -1.6 -0.7 0.7
H 3.60063 -2.53032 0.39023 -0.1 2.0 -0.8
H 2.70133 1.76508 0.11310 0.1 0.3 0.5
H 1.23510 -2.98898 0.10545 1.0 1.4 -0.1
H -0.09412 2.69268 -0.96523 -0.2 0.3 -0.9
H -0.60610 3.13074 0.69416 -1.1 1.5 -0.2
H 1.03677 3.26748 0.31489 -0.3 -0.7 -0.3
H -3.70220 -2.41235 -0.45332 -1.3 -0.6 -0.5
H -2.11856 -2.90223 0.15547 -0.9 1.1 0.2
H -2.19770 -1.92026 -1.16568 1.1 0.8 -2.7
H -0.92291 1.16043 0.77522 0.9 -1.1 -0.1
H -3.73604 0.43385 -1.30230 1.2 0.1 2.2

***

[2]
22
Properties=species:S:1:pos:R:3:forces:R:3 method="wB97M-V/def2-TZVPD" e_tot_ev=-20808.0544 charge=+1 relative_energy_kj_mol=79.0 smiles=C[C@@]([NH3+])(S)c1ccccc1
C -1.07854 -1.98650 -0.45555 2.8 -2.9 1.1
C -1.09392 -0.56178 -0.17823 -0.2 3.4 1.3
N -1.53996 0.05824 -1.51427 0.3 1.4 -2.3
S -2.43742 0.01311 0.96375 -1.1 -2.7 -0.1
C 0.19004 0.17592 0.29163 -0.6 -2.8 -1.1
C 1.39275 -0.51093 0.28792 2.4 -2.0 -1.3
C 2.61952 0.10438 0.61121 -2.8 1.0 0.2
C 2.56670 1.41347 0.99910 -0.7 3.2 0.2
C 1.33657 2.17425 0.99875 -0.2 -2.7 -0.3
C 0.11861 1.47958 0.63912 2.6 3.1 1.4
H -2.02341 -2.21327 -0.86913 -1.1 -0.9 -0.4
H -0.26278 -2.22124 -1.26104 -1.3 0.2 1.5
H -0.88011 -2.64397 0.52009 -0.4 1.5 -2.3
H -2.63154 0.15426 -1.53239 2.5 -0.4 -0.2
H -1.13091 -0.61310 -2.24769 -1.2 1.4 0.7
H -1.09597 1.05140 -1.73603 -1.2 -2.4 0.9
H -3.22843 -1.20904 0.78078 1.1 2.1 0.4
H 1.59531 -1.55960 -0.15157 -1.2 1.6 0.9
H 3.56313 -0.32418 0.54718 1.3 -1.3 -0.2
H 3.50611 1.96743 1.22917 -0.9 -0.6 -0.1
H 1.30224 3.20347 1.33297 0.1 -0.1 -0.1
H -0.78799 2.04810 0.74420 -0.4 0.0 -0.2